A single C19H20N4O3S molecule in a non-equilibrium geometry, computed with the ωB97M-V functional and the def2-TZVPD basis.

The geometry in ORCA input format:
```
! RIJCOSX wB97M-V def2-TZVPD def2/J DEFGRID3
* xyz 0 1
O -1.344 -3.962 5.423
C -2.209 -2.753 5.518
C -2.028 -1.799 4.386
C -0.917 -0.993 4.312
C -0.964 -0.300 3.040
N -0.001 0.535 2.568
C -0.025 0.942 1.259
N 0.970 1.671 0.761
C 2.416 1.365 1.297
C 3.054 0.303 0.323
O 3.211 0.851 -0.992
C 2.168 1.745 -1.311
C 2.218 2.292 -2.581
C 1.163 3.192 -3.039
C 0.184 3.595 -2.190
C 0.101 3.135 -0.948
C 1.009 2.190 -0.496
N -1.184 0.871 0.586
C -2.182 0.206 1.048
N -3.240 -0.059 0.206
C -3.395 0.910 -1.010
C -2.692 0.391 -2.210
O -3.018 -1.006 -2.576
C -2.733 -1.761 -1.413
C -3.558 -1.428 -0.173
C -2.081 -0.578 2.213
S -3.185 -1.655 2.995
H -0.435 -3.612 5.604
H -3.265 -3.036 5.660
H -1.904 -2.139 6.400
H -0.045 -1.021 4.989
H 2.456 1.009 2.303
H 3.112 2.321 1.333
H 2.327 -0.489 0.405
H 4.039 -0.056 0.715
H 2.992 2.026 -3.310
H 1.269 3.774 -4.015
H -0.610 4.331 -2.481
H -0.515 3.481 -0.185
H -3.188 1.978 -0.718
H -4.438 0.999 -1.211
H -2.767 1.123 -3.032
H -1.600 0.394 -1.960
H -1.656 -1.733 -1.195
H -3.102 -2.772 -1.627
H -3.287 -2.140 0.555
H -4.625 -1.553 -0.384
*
```

molecular weight = 384.46 g/mol
orbital gap = 7.9775 eV
ΔE to the lowest compared entry with this formula, charge and spin = 586.0 kJ/mol
SMILES string = OCc1cc2nc(N3CCOc4ccccc43)nc(N3CCOCC3)c2s1